No. 1
C30H22Cl2F3N6O3STc | wB97M-V/def2-TZVPD

XYZ file:
```
68
Properties=species:S:1:pos:R:3:forces:R:3:nbo_charge:R:1
Tc -0.090 -0.192 -0.022 0.3 0.3 -0.1 0.98
C 1.187 -3.184 1.401 0.1 -0.1 0.1 -0.67
C -0.278 -3.277 1.182 -0.1 -0.1 0.0 0.30
C -0.976 -4.431 1.539 0.0 0.1 0.0 -0.22
C -2.336 -4.501 1.342 0.0 0.1 0.0 -0.12
C -2.984 -3.407 0.787 0.2 0.0 0.0 -0.21
C -2.235 -2.296 0.443 -0.1 -0.2 0.1 0.15
N -0.897 -2.227 0.636 0.0 0.0 -0.4 -0.43
C -2.882 -1.125 -0.186 -0.2 0.1 -0.2 0.31
C -4.186 -1.098 -0.666 0.1 0.1 0.0 -0.22
C -4.621 0.038 -1.330 0.0 0.0 0.0 -0.12
C -3.768 1.115 -1.532 0.1 -0.1 0.1 -0.23
C -2.480 1.038 -1.026 -0.2 0.0 0.0 0.31
N -2.103 -0.053 -0.343 0.3 0.0 -0.2 -0.43
C -1.459 2.112 -1.145 -0.1 0.1 -0.1 0.17
C -1.761 3.310 -1.762 0.2 0.0 0.1 -0.21
C -0.812 4.325 -1.754 0.0 -0.1 0.0 -0.12
C 0.367 4.122 -1.074 -0.1 0.0 0.0 -0.23
C 0.622 2.896 -0.457 0.0 0.1 0.0 0.28
C 1.841 2.761 0.397 0.1 0.0 0.0 -0.66
N -0.249 1.884 -0.561 -0.3 -0.2 -0.3 -0.42
H 1.546 -4.021 1.997 0.0 0.0 0.0 0.23
H 1.406 -2.259 1.930 0.0 0.0 0.1 0.23
H 1.695 -3.190 0.437 0.0 0.0 0.0 0.26
H -0.434 -5.257 1.974 0.0 0.0 0.0 0.24
H -2.892 -5.386 1.616 0.0 0.0 0.0 0.24
H -4.050 -3.428 0.630 0.0 0.0 0.0 0.23
H -4.839 -1.948 -0.562 0.0 0.0 0.0 0.24
H -5.629 0.077 -1.719 0.0 0.0 0.0 0.24
H -4.111 1.979 -2.078 0.0 0.0 0.0 0.24
H -2.716 3.464 -2.237 0.0 0.0 0.0 0.23
H -1.014 5.265 -2.247 0.0 0.0 0.0 0.24
H 1.107 4.905 -0.995 0.0 0.0 0.0 0.24
H 2.690 3.262 -0.067 0.0 0.0 0.0 0.24
H 2.098 1.734 0.617 0.0 -0.1 0.0 0.23
H 1.644 3.262 1.348 0.0 0.0 0.0 0.25
N 7.097 0.034 -2.438 0.1 0.0 0.0 -0.22
C 6.017 -0.036 -2.062 0.0 0.0 0.0 0.24
C 4.663 -0.121 -1.595 -0.1 0.1 0.0 -0.10
C 4.365 -0.789 -0.414 0.0 0.0 0.0 -0.19
C 3.051 -0.839 0.001 0.1 0.1 0.0 0.08
N 2.052 -0.266 -0.678 -0.3 -0.1 0.0 -0.45
C 2.347 0.372 -1.819 0.1 0.1 0.0 0.06
C 3.632 0.470 -2.315 -0.1 -0.1 0.1 -0.14
H 5.139 -1.266 0.169 0.0 0.0 0.0 0.25
H 2.785 -1.336 0.913 0.0 0.0 0.1 0.23
H 1.514 0.798 -2.356 0.0 0.0 0.0 0.24
H 3.816 0.984 -3.246 0.0 0.0 0.0 0.25
F -1.745 -1.727 -4.437 0.0 0.1 0.0 -0.31
C -1.191 -2.604 -3.606 0.2 -0.2 -0.1 0.71
F -0.852 -3.693 -4.289 -0.1 0.1 0.1 -0.30
F -2.104 -2.945 -2.682 0.0 0.1 0.0 -0.33
S 0.305 -1.905 -2.781 -0.6 0.4 0.2 2.35
O 1.222 -1.567 -3.820 0.1 -0.1 -0.2 -0.92
O 0.678 -2.877 -1.792 0.1 -0.1 -0.1 -0.96
O -0.297 -0.670 -2.150 0.1 -0.4 0.1 -1.01
Cl -2.441 1.884 1.987 0.0 0.0 0.2 0.01
C -1.007 1.948 2.962 -0.3 0.3 0.1 -0.06
C -1.014 2.820 4.041 0.1 -0.1 0.0 -0.21
C 0.088 2.910 4.873 -0.1 0.0 0.0 -0.19
C 1.199 2.115 4.636 0.0 -0.1 -0.2 -0.22
C 1.187 1.243 3.565 0.0 0.0 0.0 -0.04
Cl 2.590 0.258 3.298 0.0 0.0 -0.1 0.02
C 0.091 1.134 2.679 0.8 -0.3 -0.2 0.10
N 0.157 0.227 1.641 -0.6 0.2 0.9 -0.37
H -1.893 3.421 4.219 -0.1 0.0 0.0 0.24
H 0.080 3.593 5.709 0.0 0.0 0.0 0.24
H 2.069 2.159 5.275 0.0 0.0 0.0 0.24
```
Positions in Å, forces in eV/Å.

Computed properties:
* lowest unoccupied orbital energy (alpha / beta): -3.97 / -3.91 eV
* strongest force on any atom: 1.098 eV/A
* HOMO-LUMO gap (alpha / beta): 0.230 / 0.272 Eh
* 2S+1: 2
* DFT total energy: -92778.4275 eV
* total charge: +1

=====

No. 2
H16O8 | wB97M-V/def2-TZVPD

XYZ file:
```
24
Properties=species:S:1:pos:R:3:forces:R:3:nbo_charge:R:1
O 0.987 1.927 4.924 -0.1 0.1 0.2 -0.94
H 1.373 2.129 4.072 0.1 0.1 -0.3 0.47
H 1.051 0.975 4.997 0.0 -0.2 0.0 0.47
O -3.199 0.752 -4.216 -0.1 -0.2 0.0 -0.94
H -3.071 1.303 -4.988 0.0 0.1 -0.2 0.47
H -2.565 1.081 -3.578 0.1 0.1 0.2 0.47
O 0.543 -4.040 -0.892 -0.2 0.1 -0.1 -0.94
H 1.194 -3.549 -0.391 0.1 0.2 0.2 0.47
H 0.996 -4.841 -1.154 0.0 -0.2 -0.1 0.47
O -0.403 1.167 -0.066 -0.2 0.2 -0.2 -0.94
H -0.426 0.221 0.078 -0.1 -0.3 0.0 0.47
H 0.417 1.451 0.339 0.2 0.1 0.1 0.47
O -3.788 3.997 -0.621 -0.2 0.1 0.0 -0.94
H -3.186 3.350 -0.252 0.2 -0.2 0.1 0.47
H -3.262 4.473 -1.264 0.1 0.1 -0.2 0.46
O 3.504 2.283 1.623 -0.3 -0.1 0.1 -0.94
H 3.981 2.057 0.824 0.1 -0.1 -0.2 0.47
H 4.183 2.559 2.239 0.1 0.1 0.2 0.47
O 3.498 -2.202 1.769 -0.3 0.0 -0.1 -0.94
H 3.967 -2.946 1.392 0.1 -0.2 -0.1 0.47
H 4.183 -1.660 2.161 0.1 0.2 0.1 0.47
O -3.573 -3.795 -2.370 -0.2 -0.2 0.0 -0.94
H -3.626 -2.933 -2.784 -0.1 0.2 -0.1 0.47
H -2.776 -3.758 -1.841 0.3 0.0 0.2 0.47
```
Positions in Å, forces in eV/Å.

Computed properties:
* lowest unoccupied orbital energy: -0.12 eV
* strongest force on any atom: 0.317 eV/A
* HOMO-LUMO gap: 0.404 Eh
* 2S+1: 1
* DFT total energy: -16639.1878 eV

=====

No. 3
C19H36Br6N3O4V | wB97M-V/def2-TZVPD

XYZ file:
```
69
Properties=species:S:1:pos:R:3:forces:R:3:nbo_charge:R:1
O 4.766 -4.256 -1.845 -0.9 0.6 1.9 -0.35
V 3.929 -3.696 -0.645 -0.8 0.5 -2.9 1.80
C 0.894 -1.256 -0.983 -0.4 0.1 0.0 -0.75
C 1.937 -2.276 -0.898 0.0 0.0 0.2 0.82
O 2.545 -2.747 -1.914 1.2 -0.6 0.9 -0.60
O 2.338 -2.734 0.237 0.8 -0.6 0.0 -0.77
H 0.181 -1.363 -0.166 0.0 -0.1 0.0 0.27
H 0.395 -1.297 -1.947 0.0 0.1 0.0 0.27
H 1.350 -0.269 -0.850 0.1 0.0 -0.1 0.30
C -2.964 1.999 2.802 0.2 -0.1 0.0 0.53
O -3.657 2.686 3.506 -0.4 0.4 0.3 -0.60
N -3.420 1.291 1.735 -0.2 0.2 0.3 -0.45
C -2.591 0.403 1.013 0.5 -0.7 -0.6 -0.40
C -4.816 1.281 1.382 -0.3 -0.1 -0.2 -0.42
H -1.882 1.896 2.982 0.0 -0.1 -0.1 0.13
H -2.964 -0.629 1.111 0.1 0.0 0.0 0.17
H -1.565 0.424 1.379 0.0 0.1 0.1 0.21
H -2.569 0.642 -0.058 0.0 0.1 0.1 0.19
H -5.409 1.737 2.166 0.1 0.2 0.1 0.25
H -4.976 1.810 0.437 -0.1 0.0 0.1 0.20
H -5.154 0.245 1.258 0.0 0.0 0.0 0.18
C -2.421 -0.887 -2.609 -0.4 -0.6 0.7 -0.62
C -3.774 -0.638 -3.271 0.4 0.4 0.0 -0.38
C -4.674 0.262 -2.422 -0.4 -0.7 0.1 -0.52
C -4.059 1.525 -2.100 -0.1 0.1 -0.2 0.30
N -3.542 2.516 -1.858 0.5 0.6 0.1 -0.34
H -1.703 -1.322 -3.301 0.1 0.1 -0.1 0.21
H -2.546 -1.605 -1.784 0.0 0.1 -0.1 0.20
H -2.032 0.019 -2.143 0.2 0.1 -0.3 0.21
H -4.316 -1.568 -3.419 0.1 -0.1 -0.2 0.22
H -3.591 -0.158 -4.233 -0.2 -0.1 -0.1 0.22
H -4.909 -0.236 -1.475 0.0 0.0 0.0 0.25
H -5.627 0.436 -2.923 0.0 0.1 0.0 0.26
C 2.825 0.109 1.830 0.5 0.3 -0.1 -0.63
C 3.391 0.387 3.226 -0.4 -0.6 0.2 -0.38
C 2.435 -0.069 4.357 0.2 0.1 -0.3 -0.51
C 1.230 0.752 4.412 0.6 -0.5 0.1 0.28
N 0.271 1.369 4.446 -0.8 0.6 -0.1 -0.32
H 3.615 0.263 1.081 -0.1 0.0 0.2 0.20
H 2.025 0.802 1.564 -0.2 -0.1 0.1 0.22
H 2.488 -0.923 1.740 -0.2 0.1 0.1 0.20
H 3.611 1.445 3.348 0.1 0.0 0.0 0.23
H 4.313 -0.184 3.355 0.1 0.2 0.0 0.20
H 2.940 -0.034 5.323 0.0 0.1 0.0 0.26
H 2.106 -1.101 4.203 0.1 0.0 0.0 0.24
Br -0.159 -6.589 3.483 0.0 -0.2 0.3 0.02
C -1.077 -5.298 2.388 -0.1 -0.4 -0.5 -0.47
C -0.306 -4.028 2.324 0.4 0.6 -0.2 -0.46
Br -0.268 -3.056 3.986 0.1 0.1 0.3 0.02
H -2.100 -5.171 2.724 0.0 0.0 0.2 0.24
H -1.079 -5.755 1.399 -0.2 0.1 0.0 0.23
H -0.718 -3.301 1.628 -0.2 -0.2 -0.2 0.22
H 0.723 -4.235 2.045 0.1 0.1 0.0 0.21
Br 0.412 4.428 -4.997 -0.1 0.1 -0.1 0.02
C 0.763 4.295 -3.098 0.1 0.3 0.0 -0.45
C 0.320 2.938 -2.637 -0.1 -0.1 -0.4 -0.45
Br 1.052 2.563 -0.879 0.0 0.0 0.3 -0.04
H 0.207 5.085 -2.603 0.0 0.1 0.0 0.24
H 1.826 4.466 -2.969 0.1 -0.1 0.0 0.22
H 0.692 2.165 -3.301 0.0 -0.1 0.1 0.23
H -0.760 2.891 -2.570 -0.1 -0.1 0.2 0.25
Br 3.403 1.011 -3.756 0.0 -0.1 -0.1 -0.02
C 4.455 2.081 -2.517 0.0 0.2 -0.2 -0.44
C 4.581 1.314 -1.241 -0.2 -0.1 0.4 -0.46
Br 5.580 2.347 0.068 0.0 0.0 0.0 0.02
H 3.914 3.010 -2.377 0.0 0.0 0.1 0.24
H 5.416 2.285 -2.976 0.0 -0.1 -0.1 0.24
H 5.092 0.366 -1.374 0.2 0.0 -0.1 0.20
H 3.605 1.134 -0.799 0.0 0.1 -0.1 0.22
```
Positions in Å, forces in eV/Å.

Computed properties:
* lowest unoccupied orbital energy (alpha / beta): -8.00 / -7.52 eV
* strongest force on any atom: 3.052 eV/A
* HOMO-LUMO gap (alpha / beta): 0.099 / 0.116 Eh
* 2S+1: 2
* DFT total energy: -478881.5446 eV
* total charge: +1